# C4H12

2 unconnected molecules or ions with the total composition C4H12 (ωB97M-V with the def2-TZVPD basis set, the Open Molecules 2025 dataset).

Calculated values
2S+1: 1
maximum force: 0.107 Eh/bohr
HOMO: -11.063 eV
relative energy (zero: lowest compared OMol25 entry of this formula, charge and spin): 1.7551 eV
electronic energy: -159.5205 a.u.

XYZ file:
```
16
Properties=species:S:1:pos:R:3:forces:R:3:lowdin_charge:R:1
C -1.11196 -2.41654 -0.74305 -3.3630 -1.3391 -1.1590 -0.164
C -1.08103 -1.31623 -1.79329 -4.2140 -2.4340 -2.5237 -0.180
H -1.26835 -3.41730 -1.29347 0.6769 1.3688 0.9249 0.085
H -0.24436 -2.44727 -0.15687 1.0943 -0.1635 0.9367 0.029
H -2.06414 -2.39161 -0.11076 1.4887 0.2952 -0.4552 0.082
H -1.92379 -0.60894 -1.89312 -0.8822 -0.8596 0.8252 0.068
H -1.17219 -1.77496 -2.83364 0.9879 0.7130 1.1734 0.090
H -0.44756 -0.56003 -1.71883 4.2176 2.4306 0.2859 -0.011
C 1.44476 2.03295 0.59526 -3.6885 0.4796 0.4531 -0.170
C 0.78305 1.67052 1.94242 0.5858 0.3381 1.5299 -0.180
H 0.91306 2.93325 0.28652 0.1270 -0.2391 -0.9986 0.067
H 2.35059 2.34829 0.89628 3.5162 0.8921 0.0930 0.007
H 1.48585 1.22514 -0.10922 -0.1326 -0.0802 -0.4725 0.056
H 0.59915 0.56017 1.95128 -0.2867 1.2890 0.6232 0.064
H -0.07642 2.36601 2.33462 1.2371 -1.7388 -1.2061 0.092
H 1.63925 1.94302 2.63920 -1.3645 -0.9521 -0.0303 0.065
```
Forces are in eV/Å.

---

# C4H12

2 unconnected molecules or ions with the total composition C4H12 (ωB97M-V with the def2-TZVPD basis set, the Open Molecules 2025 dataset).

Calculated values
2S+1: 1
maximum force: 0.013 Eh/bohr
HOMO: -11.775 eV
relative energy (zero: lowest compared OMol25 entry of this formula, charge and spin): 0.1166 eV
electronic energy: -159.5807 a.u.

XYZ file:
```
16
Properties=species:S:1:pos:R:3:forces:R:3:lowdin_charge:R:1
C -0.03171 -0.25048 1.76355 -0.1594 -0.1537 -0.5443 -0.187
C -1.03118 -0.57986 2.86947 0.5397 0.2469 -0.0967 -0.168
H 1.00498 -0.28072 2.09318 0.0128 -0.1232 0.1600 0.061
H -0.13995 -0.94686 0.92413 0.1233 -0.0417 0.1566 0.056
H -0.18241 0.73433 1.33009 -0.1635 0.2365 0.0879 0.057
H -2.05156 -0.58419 2.49647 -0.0739 -0.2289 -0.0639 0.060
H -0.99098 0.18632 3.63886 0.0316 -0.0180 0.2457 0.058
H -0.76776 -1.54318 3.31361 -0.3062 0.0849 0.0322 0.064
C 1.18274 0.72631 -2.11021 0.1288 0.1576 0.0252 -0.167
C -0.15805 0.10494 -2.51617 0.4749 -0.3915 0.2432 -0.163
H 1.40612 0.50292 -1.06894 0.0451 0.1041 0.0956 0.045
H 2.02224 0.34011 -2.68418 -0.0251 -0.0704 -0.1787 0.057
H 1.19837 1.81305 -2.24449 -0.0949 -0.1563 0.1636 0.063
H -0.71782 0.76530 -3.16473 -0.2191 -0.0230 -0.1640 0.056
H 0.00031 -0.85644 -3.01094 -0.0797 0.1503 -0.1532 0.062
H -0.74337 -0.13154 -1.62969 -0.2341 0.2265 -0.0092 0.047
```
Forces are in eV/Å.

---

# C4H12

2 unconnected molecules or ions with the total composition C4H12 (ωB97M-V with the def2-TZVPD basis set, the Open Molecules 2025 dataset).

Calculated values
2S+1: 1
maximum force: 0.011 Eh/bohr
HOMO: -11.873 eV
relative energy (zero: lowest compared OMol25 entry of this formula, charge and spin): 0.0044 eV
electronic energy: -159.5848 a.u.

XYZ file:
```
16
Properties=species:S:1:pos:R:3:forces:R:3:lowdin_charge:R:1
C -1.17325 1.32103 0.91468 -0.0699 -0.1203 -0.0263 -0.179
C -2.37369 1.20567 1.84910 -0.0003 -0.1565 -0.1182 -0.174
H -0.81131 2.34784 0.86615 0.0143 0.0114 -0.0551 0.062
H -0.34343 0.69126 1.23967 -0.0299 0.0257 0.0520 0.052
H -1.43692 0.99852 -0.09527 0.0343 0.0992 0.0204 0.059
H -2.74808 0.17947 1.88502 0.0418 0.0495 0.0051 0.061
H -3.19785 1.83499 1.50732 0.0485 0.0243 0.0815 0.061
H -2.11218 1.49285 2.86625 -0.0400 0.0705 0.0414 0.059
C 1.28036 -0.83516 -0.96185 0.2344 -0.2750 -0.4115 -0.185
C 2.25673 -1.67688 -1.79040 -0.0005 0.1636 0.1907 -0.175
H 0.27860 -0.90158 -1.38981 -0.0247 0.0555 0.1497 0.060
H 1.25475 -1.19545 0.06525 -0.1003 0.1052 0.0623 0.059
H 1.58586 0.21081 -0.97043 -0.0730 0.0311 0.1173 0.062
H 3.26450 -1.61606 -1.37947 0.0500 0.0321 -0.0174 0.059
H 2.29854 -1.32810 -2.82313 -0.0158 -0.0808 0.0020 0.060
H 1.97736 -2.72922 -1.78308 -0.0691 -0.0354 -0.0939 0.059
```
Forces are in eV/Å.

---

# C4H12

2 unconnected molecules or ions with the total composition C4H12 (ωB97M-V with the def2-TZVPD basis set, the Open Molecules 2025 dataset).

Calculated values
2S+1: 1
maximum force: 0.031 Eh/bohr
HOMO: -11.564 eV
relative energy (zero: lowest compared OMol25 entry of this formula, charge and spin): 0.2764 eV
electronic energy: -159.5748 a.u.

XYZ file:
```
16
Properties=species:S:1:pos:R:3:forces:R:3:lowdin_charge:R:1
C -2.38061 -0.73648 -0.62116 -0.0293 -0.0326 -0.3058 -0.169
C -1.43343 -0.34806 -1.77695 -1.5653 -0.2415 -0.1941 -0.163
H -2.93262 -1.64146 -0.86364 0.2436 -0.3499 0.0006 0.055
H -1.81258 -0.92129 0.28380 -0.1601 0.1327 0.3151 0.044
H -3.18795 -0.02237 -0.44305 0.3803 0.2992 0.0989 0.061
H -1.93433 -0.67655 -2.69436 0.3983 -0.0739 -0.0944 0.058
H -1.36017 0.72909 -1.90144 0.5157 0.0625 0.3097 0.057
H -0.48327 -0.85895 -1.68096 0.2316 0.2072 -0.1159 0.055
C 2.47953 0.86656 0.78969 -0.3979 0.7473 -1.1817 -0.180
C 1.41247 0.27149 1.67603 0.5465 -0.7101 0.9835 -0.174
H 2.03417 1.69571 0.22320 0.0248 -0.2963 -0.2721 0.062
H 3.37185 1.33874 1.19616 -0.0687 -0.3931 0.7734 0.059
H 2.80644 0.10133 0.08394 0.1131 0.1613 -0.1027 0.063
H 0.68806 -0.29466 1.10254 -0.2094 0.1361 -0.3539 0.043
H 1.86453 -0.48535 2.33160 -0.1371 0.2330 0.1406 0.066
H 0.86792 0.98226 2.29460 0.1138 0.1180 -0.0011 0.063
```
Forces are in eV/Å.

---

# C4H12

2 unconnected molecules or ions with the total composition C4H12 (ωB97M-V with the def2-TZVPD basis set, the Open Molecules 2025 dataset).

Calculated values
2S+1: 1
maximum force: 0.015 Eh/bohr
HOMO: -11.812 eV
relative energy (zero: lowest compared OMol25 entry of this formula, charge and spin): 0.0959 eV
electronic energy: -159.5814 a.u.

XYZ file:
```
16
Properties=species:S:1:pos:R:3:forces:R:3:lowdin_charge:R:1
C -0.58260 -2.51738 -1.11341 -0.2595 0.6316 0.3187 -0.167
C -1.46667 -1.39724 -0.46547 0.2407 -0.7160 -0.1631 -0.168
H 0.29642 -2.08385 -1.61935 -0.3165 -0.2280 0.1740 0.057
H -1.15170 -3.11379 -1.84624 0.2242 0.2628 0.3001 0.059
H -0.23155 -3.18775 -0.31093 -0.0560 0.1722 -0.4193 0.060
H -1.86532 -0.67965 -1.20218 0.2071 -0.3272 0.2463 0.064
H -0.88965 -0.84013 0.29168 -0.3285 -0.2585 -0.3375 0.031
H -2.31421 -1.89551 0.03455 0.2175 0.3959 -0.1210 0.061
C 1.57603 2.48210 0.84577 0.1592 0.3923 -0.2010 -0.186
C 0.47756 1.44584 0.69800 -0.1055 -0.3252 0.2639 -0.203
H 2.50605 2.02867 1.22796 -0.3453 0.2274 -0.1443 0.067
H 1.25139 3.26605 1.55049 0.2711 -0.2003 -0.2941 0.066
H 1.78848 2.95171 -0.12940 0.0664 -0.0655 0.4298 0.065
H 0.79542 0.60768 0.05531 -0.1671 0.3318 0.2430 0.057
H -0.44553 1.88025 0.27871 0.3483 -0.2031 0.1664 0.072
H 0.25586 1.05296 1.70452 -0.1559 -0.0900 -0.4620 0.069
```
Forces are in eV/Å.

---

# C4H12

2 unconnected molecules or ions with the total composition C4H12 (ωB97M-V with the def2-TZVPD basis set, the Open Molecules 2025 dataset).

Calculated values
2S+1: 1
maximum force: 0.079 Eh/bohr
HOMO: -11.167 eV
relative energy (zero: lowest compared OMol25 entry of this formula, charge and spin): 0.8900 eV
electronic energy: -159.5523 a.u.

XYZ file:
```
16
Properties=species:S:1:pos:R:3:forces:R:3:lowdin_charge:R:1
C -0.87090 -1.81759 -0.76745 2.6282 3.0803 -0.4935 -0.166
C -1.85286 -0.99427 0.04316 -0.8192 -0.5459 1.1556 -0.177
H -0.47008 -1.12135 -1.53315 -0.6242 -0.7614 -0.6671 0.065
H 0.06613 -1.73984 -0.17900 -0.4066 -0.8626 0.2441 0.054
H -0.94922 -2.82388 -1.14685 -0.8651 -0.0983 0.1307 0.060
H -2.81964 -0.65667 -0.32642 -0.4078 -1.1919 -0.5741 0.061
H -1.52384 0.01420 0.29242 1.0289 -0.4012 0.1533 0.029
H -1.94367 -1.56810 0.97644 -0.6963 0.6204 0.0596 0.070
C 0.73227 1.78940 0.54404 -0.9745 -0.0373 -1.0606 -0.163
C 1.95989 0.97164 0.17211 0.2201 -0.0192 0.2367 -0.159
H 0.60230 2.73561 0.02322 0.7802 0.3845 0.0673 0.063
H -0.19380 1.31647 0.20342 0.2026 -0.3454 0.3905 0.026
H 0.66588 1.97748 1.60485 -0.0533 -0.0503 0.2984 0.064
H 2.29478 1.03679 -0.86114 -0.1814 0.3986 -0.1160 0.062
H 1.79200 -0.09744 0.31862 0.0016 0.0746 0.3404 0.049
H 2.78128 1.29642 0.81387 0.1669 -0.2449 -0.1653 0.062
```
Forces are in eV/Å.